1.
{"formula": "C11H20ClFO5S", "method": "wB97M-V/def2-TZVPD", "homo_energy_ev": -9.91, "homo_lumo_gap_ev": 10.45, "charge": 0, "smiles": "C[C@H](Cl)C[C@@H]1OS(=O)(=O)O[C@H]1CCF.C1CCOC1", "species": ["C", "C", "Cl", "C", "C", "O", "S", "O", "O", "O", "C", "C", "C", "F", "H", "H", "H", "H", "H", "H", "H", "H", "H", "H", "H", "H", "C", "C", "C", "O", "C", "H", "H", "H", "H", "H", "H", "H", "H"], "xyz": [[1.522, -1.303, 1.688], [0.788, -0.016, 1.326], [0.938, 1.107, 2.692], [-0.657, -0.351, 0.961], [-1.714, 0.739, 0.673], [-1.256, 2.092, 0.563], [-2.022, 3.093, 1.541], [-1.374, 3.236, 2.796], [-2.371, 4.233, 0.775], [-3.292, 2.164, 1.746], [-2.927, 0.772, 1.639], [-4.155, 0.024, 1.137], [-4.245, -1.355, 1.767], [-5.222, -2.103, 1.120], [2.573, -1.088, 1.880], [1.109, -1.711, 2.613], [1.432, -2.037, 0.885], [1.268, 0.414, 0.446], [-0.575, -0.926, 0.035], [-1.056, -1.038, 1.717], [-2.108, 0.505, -0.318], [-2.664, 0.421, 2.643], [-4.118, -0.104, 0.053], [-5.039, 0.615, 1.375], [-3.295, -1.892, 1.676], [-4.505, -1.299, 2.827], [3.623, -0.429, -3.806], [4.244, -0.706, -2.438], [3.365, 0.146, -1.534], [2.066, 0.162, -2.130], [2.140, -0.358, -3.460], [3.842, -1.194, -4.549], [3.970, 0.532, -4.191], [4.141, -1.763, -2.184], [5.297, -0.439, -2.370], [3.741, 1.172, -1.465], [3.278, -0.257, -0.523], [1.683, -1.353, -3.482], [1.574, 0.297, -4.123]], "atomic_forces_ev_per_a": [[0.010, 0.173, 0.166], [-0.058, -0.480, -0.459], [-0.068, 0.183, 0.095], [-0.087, 0.070, 0.042], [-0.273, -0.339, -0.304], [0.506, -0.051, 0.445], [-0.059, 0.140, -0.138], [0.164, -0.036, -0.117], [-0.075, -0.077, 0.146], [-0.105, -0.069, -0.300], [-0.137, 0.165, 0.200], [0.044, -0.254, -0.027], [0.053, -0.002, 0.026], [0.093, 0.090, 0.089], [0.002, -0.055, -0.109], [-0.046, -0.090, -0.098], [0.040, 0.007, 0.016], [-0.037, 0.360, 0.207], [0.044, -0.107, 0.108], [-0.019, 0.122, 0.049], [-0.035, 0.191, -0.008], [0.214, 0.083, -0.038], [-0.025, 0.114, 0.020], [-0.004, -0.078, 0.028], [-0.094, -0.039, -0.055], [-0.034, 0.003, -0.057], [0.002, 0.011, 0.008], [-0.057, -0.018, -0.049], [0.041, 0.009, 0.086], [-0.032, -0.053, 0.044], [0.016, -0.008, -0.017], [0.003, -0.008, 0.005], [-0.006, 0.004, 0.003], [-0.003, 0.002, 0.009], [0.000, 0.014, -0.016], [0.000, 0.000, -0.002], [0.024, 0.015, 0.001], [0.006, -0.001, -0.007], [-0.007, 0.007, 0.009]], "mulliken_charge": [-1.6167, 0.9156, -0.1798, -1.2448, 0.2838, -0.3527, 1.0866, -0.5283, -0.5827, -0.4441, 0.2385, -0.8347, -0.2214, -0.3159, 0.4076, 0.4750, 0.3386, -0.0578, 0.4768, 0.2727, 0.3012, 0.4480, 0.3407, 0.3304, 0.1672, 0.3147, -0.5867, -0.6167, -0.1034, -0.3455, -0.4613, 0.3451, 0.2603, 0.2801, 0.3572, 0.2611, 0.0374, 0.2824, 0.2716]}



2.
{"formula": "C50H48BrN11O5PRb", "method": "wB97M-V/def2-TZVPD", "homo_energy_ev": 1.21, "homo_lumo_gap_ev": 1.93, "charge": -2, "species": ["Rb", "C", "N", "C", "C", "N", "C", "P", "C", "N", "C", "C", "N", "C", "C", "N", "C", "C", "N", "C", "H", "H", "H", "H", "H", "H", "H", "H", "H", "H", "H", "H", "H", "H", "H", "Br", "C", "C", "C", "C", "C", "C", "C", "C", "C", "C", "H", "H", "H", "H", "H", "H", "O", "N", "N", "O", "C", "C", "C", "C", "C", "C", "H", "H", "H", "H", "H", "C", "O", "C", "C", "C", "C", "C", "C", "N", "C", "N", "C", "C", "C", "C", "C", "C", "O", "C", "N", "C", "C", "C", "C", "C", "C", "O", "C", "H", "H", "H", "H", "H", "H", "H", "H", "H", "H", "H", "H", "H", "H", "H", "H", "H", "H", "H", "H", "H", "H"], "xyz": [[0.390, 0.312, 1.674], [4.147, -5.302, 2.637], [3.544, -4.427, 1.615], [2.619, -4.774, 0.637], [2.307, -3.640, -0.045], [3.021, -2.542, 0.482], [3.835, -3.061, 1.414], [4.786, -2.105, 2.551], [4.824, -0.561, 1.601], [3.745, 0.240, 1.375], [4.256, 1.349, 0.735], [5.611, 1.332, 0.640], [5.996, 0.101, 1.203], [7.399, -0.417, 1.157], [3.549, -1.575, 3.851], [2.297, -1.077, 3.626], [1.779, -0.765, 4.873], [2.681, -0.959, 5.864], [3.791, -1.551, 5.247], [4.924, -2.105, 5.957], [5.252, -5.139, 2.662], [3.757, -5.021, 3.673], [3.947, -6.366, 2.444], [2.299, -5.814, 0.460], [1.614, -3.521, -0.883], [3.556, 2.120, 0.435], [6.371, 2.069, 0.271], [7.704, -0.673, 0.099], [8.076, 0.315, 1.592], [7.458, -1.313, 1.769], [0.846, -0.213, 4.906], [2.621, -0.805, 6.969], [5.046, -1.605, 6.946], [4.839, -3.185, 6.042], [5.831, -1.907, 5.424], [2.307, 2.639, 3.849], [2.224, 4.081, 2.511], [3.161, 5.039, 2.718], [2.955, 6.359, 2.138], [1.914, 6.568, 1.281], [1.143, 5.444, 0.792], [0.220, 5.585, -0.264], [-0.496, 4.532, -0.843], [-0.352, 3.250, -0.231], [0.492, 3.175, 0.841], [1.234, 4.183, 1.451], [3.961, 4.900, 3.395], [3.682, 7.123, 2.355], [1.770, 7.555, 0.813], [0.082, 6.622, -0.612], [-1.115, 4.731, -1.730], [-0.808, 2.329, -0.601], [-3.509, -1.474, 0.617], [-3.215, -0.432, 1.235], [-2.939, -0.443, 2.576], [-1.979, 0.310, 2.978], [-3.739, -1.148, 3.450], [-3.607, -0.917, 4.829], [-4.493, -1.536, 5.737], [-5.435, -2.499, 5.328], [-5.523, -2.687, 3.968], [-4.748, -2.064, 3.023], [-2.832, -0.241, 5.259], [-4.433, -1.186, 6.778], [-6.063, -3.041, 6.089], [-6.240, -3.404, 3.622], [-4.671, -2.382, 1.963], [-1.437, -1.373, -7.262], [-1.882, -1.340, -5.892], [-2.023, -2.474, -5.177], [-2.160, -3.754, -5.643], [-2.496, -4.777, -4.756], [-2.755, -4.551, -3.401], [-2.530, -3.288, -2.854], [-2.341, -2.233, -3.778], [-2.658, -0.906, -3.503], [-2.385, -0.255, -2.266], [-3.576, -0.010, -1.661], [-3.862, 0.956, -0.659], [-3.431, 0.861, 0.712], [-3.554, 2.057, 1.500], [-4.039, 3.243, 0.988], [-4.519, 3.363, -0.304], [-4.434, 2.197, -1.114], [-4.771, 2.143, -2.441], [-5.537, 3.269, -2.908], [-1.220, 0.056, -1.759], [-0.120, 0.064, -2.667], [1.113, -0.481, -2.228], [2.058, -0.908, -3.134], [1.953, -0.460, -4.481], [0.920, 0.331, -4.888], [-0.158, 0.659, -3.990], [-1.213, 1.473, -4.350], [-0.971, 2.761, -5.040], [-0.750, -0.548, -7.319], [-2.273, -1.166, -7.946], [-1.015, -2.343, -7.541], [-2.036, -3.955, -6.737], [-2.577, -5.824, -5.113], [-3.147, -5.372, -2.862], [-2.540, -3.088, -1.750], [-2.523, -0.309, -4.340], [-4.324, -0.433, -2.221], [-3.176, 2.104, 2.518], [-3.940, 4.082, 1.653], [-4.840, 4.328, -0.661], [-6.392, 3.509, -2.295], [-5.972, 3.057, -3.919], [-4.933, 4.211, -3.020], [1.243, -0.729, -1.154], [2.836, -1.597, -2.772], [2.619, -0.918, -5.219], [0.926, 0.739, -5.927], [-1.697, 2.783, -5.873], [0.021, 2.880, -5.440], [-1.144, 3.583, -4.320]], "atomic_forces_ev_per_a": [[-0.203, -0.127, -0.188], [0.160, 0.883, 0.819], [0.570, 0.332, -0.634], [0.283, -0.563, 0.454], [0.603, 1.329, 0.384], [0.437, -2.135, -0.276], [-3.172, -1.152, -0.706], [0.479, 1.071, 1.290], [-0.501, 2.486, -0.416], [2.506, -0.916, -0.498], [-1.143, 0.127, 0.554], [1.238, -0.854, 0.222], [0.284, -0.028, -0.325], [-1.119, -0.059, -0.720], [-2.148, 0.642, 1.119], [1.975, -1.198, 1.231], [-0.112, 1.073, -1.454], [1.012, -1.139, 0.505], [-0.487, 0.605, -0.817], [-0.054, 0.531, 0.507], [-0.830, -0.165, -0.108], [0.341, -0.456, -1.331], [-0.082, 0.527, -0.078], [0.202, 0.778, 0.380], [0.312, 0.010, 0.453], [0.150, 0.064, 0.005], [-1.031, -1.010, 0.378], [-0.350, 0.360, 1.138], [-0.011, 0.155, -0.154], [-0.085, -0.093, -0.043], [-0.057, -0.406, 0.193], [0.170, -0.211, -1.329], [-0.364, -0.550, -0.640], [-0.093, -0.134, 0.342], [0.534, 0.151, -0.481], [-0.226, 0.183, -1.008], [-0.142, -0.260, -0.106], [-1.117, 1.648, -0.681], [-0.029, -1.362, -0.182], [0.266, -0.103, -0.878], [0.028, 0.962, 1.241], [-0.426, 0.598, -0.816], [0.367, 0.125, 0.646], [0.550, 1.615, -0.505], [0.536, -3.280, 2.165], [0.008, 0.659, -1.168], [0.563, -0.157, 0.727], [-0.001, 0.310, 0.158], [0.008, -0.416, 0.282], [0.079, -0.532, -0.173], [0.058, -0.101, 0.427], [-0.228, 0.439, -0.226], [-0.416, -3.753, -2.248], [0.138, 6.719, -0.447], [-2.383, -2.767, 1.799], [2.360, 1.386, 1.317], [0.740, 1.197, -1.625], [-0.093, 0.069, 2.132], [0.631, 0.249, -0.347], [0.053, 0.798, 1.961], [-0.319, -0.695, -0.849], [0.751, -0.296, -0.489], [-0.780, -0.479, -0.831], [0.044, -0.472, -0.263], [0.541, 0.655, -1.021], [-0.364, -0.494, -0.326], [-0.641, 0.471, 0.842], [-0.922, -0.280, 0.756], [0.334, 0.348, -1.395], [-1.375, -0.374, 2.291], [0.522, -0.495, -1.351], [-0.513, -1.091, 0.083], [1.132, 0.674, -1.282], [-0.054, 0.625, 0.013], [0.190, 0.123, -0.587], [1.111, 0.087, -1.210], [-0.836, 0.745, 1.486], [0.385, -0.310, -0.886], [-0.059, 1.796, 0.146], [-0.921, -2.715, 0.440], [0.304, 0.483, 0.331], [0.857, -1.387, 0.722], [-0.263, -0.973, -1.411], [1.229, -0.682, 1.166], [-1.318, 1.611, -1.003], [0.595, 0.099, -1.164], [0.377, 0.241, -1.617], [-0.780, 0.679, -0.021], [-0.807, -0.739, 0.412], [0.172, 0.632, -0.689], [0.977, -1.955, 0.859], [-1.823, 1.517, 0.050], [1.742, -0.590, 0.413], [0.315, 0.619, -0.613], [-0.925, -1.017, 0.802], [0.593, 0.086, -0.291], [0.007, -0.111, 0.288], [0.280, 0.332, 0.165], [-0.061, -0.003, 1.138], [-0.096, 0.866, 0.036], [0.059, -0.625, 0.948], [-0.525, 0.030, -1.165], [-0.040, -0.323, 1.080], [0.298, 0.494, 0.776], [-0.021, -0.493, -0.279], [-0.318, 0.461, 0.033], [-0.166, -0.058, -0.287], [-0.169, -0.111, 0.667], [0.699, -0.282, 0.719], [-0.221, -0.871, 0.256], [-0.350, 0.050, -0.858], [-0.121, 0.616, -0.411], [0.026, 0.512, 0.141], [-0.208, -0.399, 0.891], [0.285, 0.153, 0.480], [0.527, -0.353, -0.039], [-0.094, -0.487, -0.312]], "mulliken_charge": [0.6396, -0.8167, 0.2818, -0.4705, -0.5527, 0.0411, 0.0124, -0.5276, 0.0595, 0.3918, -0.5633, -0.7126, 0.3329, -0.9823, -0.1707, 0.3446, -0.8784, -0.4010, 0.3753, -0.8902, 0.3102, 0.2228, 0.3270, 0.3668, 0.4376, 0.4381, 0.3490, 0.2586, 0.3544, 0.3625, 0.5064, 0.3689, 0.3088, 0.2673, 0.3388, -0.1988, 0.0100, -0.7729, -0.4551, -0.8714, 0.9811, -0.8432, -0.6574, 0.2286, 0.5894, -0.7597, 0.4481, 0.3626, 0.2444, 0.1621, 0.3259, 0.3850, -1.0218, 0.9960, 0.4442, -0.8945, 0.4975, -0.6415, -0.1634, -0.7257, -0.2205, -0.7462, 0.2043, 0.2740, 0.2603, 0.3340, 0.2784, -0.8091, -0.2862, 0.6740, -0.7345, -0.4332, -0.9727, -0.3393, 0.6624, 0.2100, -1.1598, 0.6026, -0.7696, 0.1974, -0.4069, -0.7550, -0.8422, 0.9985, -0.2796, -1.0474, 0.2500, 0.1448, -0.1195, -0.2842, -0.9106, -0.4786, 0.1708, -0.0852, -0.8646, 0.2222, 0.2817, 0.3372, 0.2157, 0.2782, 0.4627, 0.5126, 0.3766, 0.2333, 0.3305, 0.3404, 0.3027, 0.4204, 0.2576, 0.3113, 0.1473, 0.4175, 0.2766, 0.3892, 0.2599, 0.4011, 0.1086]}



3.
{"formula": "C5H8N2", "method": "wB97M-V/def2-TZVPD", "homo_energy_ev": -9.02, "homo_lumo_gap_ev": 9.97, "charge": 0, "smiles": "[H]/N=C(\\N)C=C=CC", "species": ["C", "C", "C", "N", "C", "N", "C", "H", "H", "H", "H", "H", "H", "H", "H"], "xyz": [[0.799, -0.185, 2.759], [-0.400, -0.281, 0.646], [-0.234, -0.791, 1.835], [-0.526, -1.241, -2.081], [-0.337, -0.007, -1.811], [-0.103, 1.022, -2.714], [-0.550, 0.458, -0.424], [1.786, -0.127, 2.292], [0.463, 0.838, 2.967], [0.867, -0.719, 3.710], [-0.933, -1.535, 2.219], [-0.399, -1.418, -3.077], [0.431, 1.810, -2.378], [0.144, 0.737, -3.649], [-1.005, 1.439, -0.294]], "atomic_forces_ev_per_a": [[0.072, -0.009, 0.078], [-0.029, 0.035, 0.169], [-0.158, 0.214, -0.210], [0.131, 0.332, -0.182], [-0.061, -0.211, 0.087], [0.123, -0.075, -0.109], [-0.228, -0.124, 0.232], [-0.108, -0.058, 0.124], [0.240, -0.160, 0.144], [0.072, 0.006, -0.188], [0.070, 0.267, -0.113], [0.086, -0.042, 0.005], [-0.097, -0.092, 0.013], [0.015, 0.019, 0.042], [-0.130, -0.103, -0.093]], "mulliken_charge": [-0.9289, 0.1012, -0.3450, -0.6058, 0.5314, -0.4771, -0.4963, 0.3033, 0.2537, 0.3153, 0.3343, 0.1986, 0.2335, 0.2125, 0.3694]}



Number 1: calculated total energy -1765.54666 Ha. Number 2: calculated total energy -5851.71339 Ha. Number 3: calculated total energy -304.76371 Ha.